1.
Density functional theory data (ωB97M-V/def2-TZVPD) for an isolated molecule of C5H8O in a non-equilibrium geometry.

Calculated values
**Maximum force**: 3.4 eV/A
**Lowest unoccupied orbital energy**: 0.041 hartree
**HOMO level**: -0.36875 Ha
**Gap between HOMO and LUMO**: 11.155 eV
**Structure (SMILES)**: C1OC[C@H]2C[C@@H]12
**Relative energy (zero: lowest compared OMol25 entry of this formula, charge and spin)**: 310.2 kJ/mol

Last column: Mulliken charge in e.
CARTESIAN COORDINATES (ANGSTROEM)
1 H 0.6926 0.1359 1.7877  0.122
2 C -0.1008 0.9889 -0.0480  -0.192
3 H -0.4812 1.9212 0.3535  0.345
4 H 0.1800 0.1360 -2.1289  0.201
5 C -0.5333 0.5107 -1.4030  -0.638
6 C -0.9301 -0.2928 -0.1993  -0.193
7 H -0.0658 -2.3854 0.1175  0.356
8 O 1.2951 -0.8531 0.1220  -0.413
9 H -1.3510 1.0914 -1.8326  0.274
10 C 0.0163 -1.3213 0.3850  -0.340
11 H 2.1163 0.9816 0.5143  0.356
12 H -1.9730 -0.3842 0.0820  0.345
13 H -0.0244 -0.9736 1.6568  0.120
14 C 1.1593 0.4446 0.5930  -0.342


2.
Density functional theory data (ωB97M-V/def2-TZVPD) for a structure of composition C15H13Br9N2O4 in a non-equilibrium geometry.

Calculated values
**Maximum force**: 7.0 eV/A
**Lowest unoccupied orbital energy**: -0.028 hartree
**HOMO level**: -0.36370 Ha
**Gap between HOMO and LUMO**: 9.143 eV
**Relative energy (zero: lowest compared OMol25 entry of this formula, charge and spin)**: 287.3 kJ/mol

Last column: Mulliken charge in e.
CARTESIAN COORDINATES (ANGSTROEM)
1 C 6.2964 3.5511 -3.3232  -0.478
2 H 6.8753 1.5557 -3.0226  0.363
3 Br 0.0169 5.8681 4.6189  -0.021
4 C -3.1879 -3.0768 0.2631  -0.444
5 O 6.3234 0.1977 -1.0437  -0.578
6 H 4.2260 5.3573 -1.3640  0.364
7 H -1.7651 0.0138 2.2657  0.514
8 N -4.2467 0.4338 1.2817  0.985
9 C 4.7848 4.4702 -1.6232  -0.432
10 C 6.3462 2.4052 -2.6166  -0.453
11 H 5.7417 5.6118 -3.0902  0.326
12 C -3.4425 -0.7727 1.1157  0.216
13 O 4.2781 0.5244 -0.4594  -0.574
14 Br -9.5425 -0.6723 1.1677  0.006
15 H 6.7975 3.6236 -4.2771  0.370
16 H -8.5119 1.1985 2.5035  0.346
17 H 2.3259 -9.1970 -3.5540  0.359
18 C 5.6886 4.6249 -2.6547  -0.312
19 O -4.1084 1.1115 2.2769  -0.593
20 C -8.8964 0.2122 2.7634  -0.288
21 H 3.8886 3.0907 -0.2703  0.482
22 Br 1.1852 -9.0028 -5.6476  -0.030
23 H -5.0205 -2.0879 0.0712  0.389
24 C -2.1132 -0.8206 1.6749  -0.284
25 C 1.6983 -8.3508 -3.8334  -0.310
26 C -1.2631 -1.9878 1.4214  -0.676
27 O -4.8919 0.7905 0.4099  -0.549
28 Br 2.8861 -6.7336 -4.0654  -0.013
29 H -0.6261 3.4593 4.0678  0.346
30 H -1.4703 -4.0278 0.6783  0.304
31 Br -10.3046 0.7029 4.0628  -0.056
32 Br -7.5022 -0.6975 3.8180  -0.019
33 H -0.3077 -2.0679 1.9186  0.381
34 N 5.3645 0.8386 -0.9290  0.939
35 C 5.3382 2.2147 -1.5939  0.526
36 C 4.5204 3.2435 -1.1327  -0.545
37 Br 0.0934 -8.0867 -2.6336  -0.006
38 C -4.0470 -1.9597 0.5209  -0.422
39 C 0.1663 4.1143 3.7055  -0.287
40 Br 1.7885 3.0148 4.2060  -0.030
41 Br 0.0308 4.3635 1.7239  -0.008
42 H -3.5267 -4.0174 -0.1454  0.371
43 C -1.8863 -3.0333 0.7441  -0.182